# 1
{"formula": "C10H20N2O3S", "method": "ωB97M-V/def2-TZVPD", "smiles": "CSCC[C@H](N)C(=O)N[C@H](C(=O)O)C(C)C", "e_lumo_ev": 0.55, "total_energy_ha": -1126.1876, "de_lowest_kj_mol": 834.35, "species": ["C", "S", "C", "C", "C", "N", "C", "O", "N", "C", "C", "O", "O", "C", "C", "C", "H", "H", "H", "H", "H", "H", "H", "H", "H", "H", "H", "H", "H", "H", "H", "H", "H", "H", "H", "H"], "xyz": [[2.91, 2.24, -0.50], [2.75, 0.39, -0.88], [3.30, -0.59, 0.91], [2.50, -2.08, 0.74], [1.16, -2.17, 0.13], [1.15, -2.01, -1.33], [0.05, -1.23, 0.62], [-0.05, -0.35, 1.64], [-1.12, -1.28, -0.22], [-2.04, -0.23, 0.21], [-3.26, -0.87, -0.31], [-3.21, -1.55, -1.37], [-4.37, -0.95, 0.41], [-1.77, 1.33, -0.35], [-0.41, 1.86, 0.12], [-3.12, 2.16, 0.22], [3.04, 2.39, -1.57], [2.09, 2.90, -0.17], [3.74, 2.50, 0.14], [4.52, -0.96, 0.94], [2.77, -0.07, 1.92], [2.47, -2.79, 1.70], [3.17, -2.72, 0.13], [0.77, -3.39, 0.05], [1.97, -2.49, -1.71], [0.96, -0.95, -1.73], [-1.21, -2.03, -1.01], [-1.95, 0.01, 1.27], [-5.03, -1.46, -0.29], [-1.92, 1.20, -1.48], [-0.64, 2.18, 1.27], [0.36, 0.98, 0.04], [0.12, 2.78, -0.57], [-4.02, 2.00, -0.45], [-2.57, 3.23, 0.23], [-3.12, 2.06, 1.27]]}

# 2
{"formula": "C10H20N3O", "method": "ωB97M-V/def2-TZVPD", "smiles": "O=N[N+]1(N2CCCCC2)CCCCC1", "total_charge": 1, "e_lumo_ev": -4.81, "total_energy_ha": -632.0687, "de_lowest_kj_mol": 551.00, "species": ["O", "N", "N", "N", "C", "C", "C", "C", "C", "C", "C", "C", "C", "C", "H", "H", "H", "H", "H", "H", "H", "H", "H", "H", "H", "H", "H", "H", "H", "H", "H", "H", "H", "H"], "xyz": [[0.12, -2.75, -0.76], [0.45, -1.64, -0.88], [-0.50, -0.49, -0.17], [0.31, 0.48, 0.29], [1.15, 0.07, 1.43], [2.44, -0.67, 0.90], [3.33, 0.21, 0.02], [2.47, 0.66, -1.09], [1.20, 1.37, -0.61], [-1.48, -1.07, 0.74], [-2.39, -0.01, 1.37], [-3.25, 0.37, 0.20], [-2.27, 0.92, -0.91], [-1.33, -0.13, -1.40], [0.61, -0.55, 2.23], [1.36, 1.07, 2.09], [2.03, -1.52, 0.34], [3.06, -1.13, 1.63], [3.83, 0.86, 0.62], [4.21, -0.53, -0.33], [2.97, 1.46, -1.63], [2.18, -0.29, -1.78], [1.44, 2.15, 0.09], [0.72, 1.75, -1.49], [-0.92, -1.84, 1.51], [-2.06, -1.88, 0.22], [-1.80, 0.85, 1.71], [-2.94, -0.47, 2.15], [-3.79, -0.52, -0.19], [-3.82, 1.23, 0.53], [-2.74, 1.02, -1.88], [-1.88, 1.85, -0.65], [-1.83, -1.01, -1.88], [-0.88, 0.20, -2.41]]}

# 3
{"formula": "C10H20N3O2", "method": "ωB97M-V/def2-TZVPD", "total_charge": 1, "e_lumo_ev": -2.58, "total_energy_ha": -707.3104, "de_lowest_kj_mol": 658.83, "species": ["C", "C", "C", "C", "C", "C", "C", "C", "C", "C", "N", "N", "N", "O", "O", "H", "H", "H", "H", "H", "H", "H", "H", "H", "H", "H", "H", "H", "H", "H", "H", "H", "H", "H", "H"], "xyz": [[-1.64, 0.02, -0.31], [-0.74, -0.75, -0.14], [3.37, -0.55, 0.62], [3.47, 0.36, -0.64], [2.73, 0.36, 1.63], [1.67, 1.65, -1.51], [-4.17, 2.14, 0.92], [-1.61, -3.33, -0.37], [-3.50, 0.80, 0.70], [-0.16, -2.96, -0.59], [2.28, 1.14, -0.52], [0.60, 2.45, -1.45], [2.07, 1.33, 0.83], [-2.59, 0.94, -0.31], [0.21, -1.67, -0.08], [2.78, -1.38, 0.40], [4.33, -0.85, 0.93], [4.47, 0.83, -0.47], [3.58, -0.21, -1.53], [2.07, -0.07, 2.25], [3.43, 0.84, 2.47], [2.21, 1.42, -2.39], [-3.71, 3.05, 0.75], [-4.83, 2.11, 0.07], [-4.83, 2.12, 1.77], [-2.07, -2.93, -1.22], [-1.78, -4.36, -0.54], [-2.09, -3.22, 0.56], [-4.35, 0.12, 0.32], [-2.89, 0.46, 1.56], [-0.01, -2.89, -1.77], [0.64, -3.53, -0.31], [-0.12, 2.63, -2.23], [0.13, 2.48, -0.61], [1.06, 1.45, 1.22]]}

# 4
{"formula": "C10H20N5", "method": "ωB97M-V/def2-TZVPD", "smiles": "C/C=N/[C@]1(NCC)NC=N[C@]2(C)[NH2+][C@]12C", "total_charge": 1, "e_lumo_ev": -2.50, "total_energy_ha": -666.4633, "de_lowest_kj_mol": 400.37, "species": ["C", "C", "N", "C", "N", "C", "C", "N", "C", "N", "C", "C", "N", "C", "C", "H", "H", "H", "H", "H", "H", "H", "H", "H", "H", "H", "H", "H", "H", "H", "H", "H", "H", "H", "H"], "xyz": [[-1.97, 2.70, 1.60], [-1.66, 1.42, 0.77], [-0.59, 0.81, 1.07], [-0.08, -0.38, 0.34], [-0.99, -1.10, -0.45], [-2.13, -1.69, 0.00], [-2.78, -2.34, -1.27], [0.54, -1.27, 1.33], [1.81, -1.26, 1.72], [2.76, -0.60, 1.16], [2.51, 0.16, 0.00], [3.66, 0.50, -0.92], [1.66, 1.44, 0.34], [1.10, 0.28, -0.43], [0.57, 0.52, -1.90], [-2.94, 2.73, 1.88], [-1.48, 2.63, 2.52], [-1.55, 3.68, 1.25], [-2.19, 1.09, -0.02], [-0.47, -1.65, -1.10], [-2.75, -0.90, 0.45], [-1.97, -2.52, 0.76], [-2.04, -3.08, -1.59], [-3.63, -2.86, -0.80], [-3.17, -1.70, -1.97], [-0.22, -1.67, 1.83], [2.14, -2.00, 2.45], [3.15, 0.91, -1.69], [4.21, -0.37, -1.20], [4.27, 1.13, -0.49], [1.64, 2.31, -0.09], [1.11, 1.52, 1.27], [-0.44, 0.79, -1.99], [0.64, -0.50, -2.40], [1.25, 1.25, -2.43]]}